Arrangement P

Formula: CH3BrO3
Source: the Open Molecules 2025 dataset
Level of theory: the ωB97M-V functional and the def2-TZVPD basis

```
8
Properties=species:S:1:pos:R:3:nbo_charge:R:1
C 0.4089 -0.4968 -0.4171 0.243
O 1.0632 -0.9187 0.7847 -0.685
O -0.9760 -0.1754 -0.6097 -0.276
O -1.4230 0.8108 0.2369 -0.441
Br 0.5287 -1.8880 -1.6303 0.047
H -1.7433 0.4530 1.0671 0.461
H 1.0889 0.3167 -0.6037 0.184
H 0.7765 -1.7792 0.9404 0.467
```

Its HOMO energy is -10.76 eV.



Arrangement Q

Formula: CH3BrO3
Source: the Open Molecules 2025 dataset
Level of theory: the ωB97M-V functional and the def2-TZVPD basis

```
8
Properties=species:S:1:pos:R:3:nbo_charge:R:1
C -0.6229 1.4401 0.4410 0.120
O -0.8061 0.3236 -0.0446 -0.458
O -2.5775 -0.4785 0.7843 -0.056
O -2.9914 0.7191 0.9775 -0.274
Br -2.9589 1.6746 2.9791 -0.091
H -1.0939 2.3168 -0.0388 0.133
H -0.1112 1.4463 1.3771 0.159
H -2.3828 1.3803 0.7021 0.468
```

Its HOMO energy (spin up / spin down) is -10.51 / -10.66 eV.



arrangement P is favored, and the nearest alternative lies 3.801 eV above it.



Arrangement P

Formula: C2H7O2P
Source: the Open Molecules 2025 dataset
Level of theory: the ωB97M-V functional and the def2-TZVPD basis

```
12
Properties=species:S:1:pos:R:3:nbo_charge:R:1
C 1.0503 -0.8720 0.6774 -0.967
C -2.6948 0.0690 0.0358 0.137
O 0.1312 1.7878 0.7438 -1.061
O -1.4620 -0.2946 -0.0852 -0.657
P 0.0856 0.5992 -0.0845 1.544
H 0.5411 -1.1420 1.7128 0.243
H 0.8838 -1.7336 -0.1104 0.236
H 2.0216 -0.5783 0.7571 0.223
H -3.3422 -0.3338 -0.7645 0.148
H -3.0893 0.7694 0.6864 0.160
H 3.1623 0.7026 -2.0361 0.007
H 2.7125 1.0263 -1.5325 -0.012
```

Its HOMO energy (spin up / spin down) is -8.30 / -7.75 eV.



Arrangement Q

Formula: C2H7O2P
Source: the Open Molecules 2025 dataset
Level of theory: the ωB97M-V functional and the def2-TZVPD basis

```
12
Properties=species:S:1:pos:R:3:nbo_charge:R:1
C -1.0967 3.0182 -0.7631 0.297
O -0.9606 1.8328 -0.8362 -0.488
H -2.0400 3.5384 -0.8437 0.095
H -0.3532 3.7440 -0.4480 0.098
C -0.3848 -2.0260 0.0541 -0.920
P 1.3026 -1.1936 -0.1061 0.807
O 1.7398 -1.2126 1.4823 -0.987
H -0.2262 -2.9114 -0.5332 0.219
H -0.4739 -2.2468 1.1632 0.247
H -1.0245 -1.4201 -0.4623 0.227
H 0.7738 0.0550 -0.2608 -0.091
H 2.7436 -1.1780 1.5538 0.497
```

The SMILES is C=O.CPO. Its HOMO energy is -8.48 eV.



arrangement Q is favored, and the nearest alternative lies 1.659 eV above it.



Arrangement P

Formula: C4H17NO4
Source: the Open Molecules 2025 dataset
Level of theory: the ωB97M-V functional and the def2-TZVPD basis

```
26
Properties=species:S:1:pos:R:3:nbo_charge:R:1
C -0.2855 2.1763 -0.4074 -0.248
O 0.3163 0.9299 -0.6802 -0.558
C 1.5713 0.6637 -0.1270 -0.066
C 1.7186 0.6500 1.4064 -0.086
C 0.5656 -0.0931 2.0469 -0.620
N 1.8483 1.9693 2.0285 -0.828
H 0.4249 2.9878 -0.5958 0.169
H -0.6554 2.2446 0.6167 0.166
H -1.1347 2.2360 -1.0827 0.204
H 1.8914 -0.3092 -0.5041 0.193
H 2.3022 1.4021 -0.5052 0.158
H 2.6089 0.0628 1.6538 0.187
H 0.5953 -0.0377 3.1338 0.219
H 0.5916 -1.1390 1.7327 0.211
H -0.4019 0.3038 1.7357 0.214
H 2.2608 2.6546 1.4045 0.352
H 0.9318 2.3448 2.2413 0.350
O -1.9934 -0.7151 -0.4232 -0.987
H -1.9001 -1.6730 -0.4877 0.487
H -1.1148 -0.3502 -0.6071 0.486
O -1.9336 -3.6647 -0.9274 -0.955
H -2.4553 -4.2138 -1.5182 0.481
H -1.3177 -4.2660 -0.5005 0.480
O -1.2924 -1.1671 -3.4802 -0.951
H -1.7191 -0.8784 -2.6649 0.483
H -1.4230 -2.1184 -3.4888 0.461
```

The SMILES is COC[C@H](C)N.O.O.O. Its HOMO energy is -9.22 eV.



Arrangement Q

Formula: C4H17NO4
Source: the Open Molecules 2025 dataset
Level of theory: the ωB97M-V functional and the def2-TZVPD basis

```
26
Properties=species:S:1:pos:R:3:nbo_charge:R:1
O 2.9701 -0.8394 -2.5660 -1.022
H 2.5352 -0.3559 -1.8637 0.449
H 2.3986 -1.5894 -2.7307 0.430
O 1.8514 -0.0387 -0.9217 -0.992
H 0.9330 0.0457 -0.6656 0.454
H 2.3058 0.6307 -0.4101 0.448
O 2.6433 1.2740 0.6039 -0.879
H 2.1765 2.0409 0.9358 0.470
H 3.3441 1.1262 1.2390 0.504
C -1.1142 -1.7189 1.1385 -0.632
C -1.8435 -0.4642 0.6304 -0.076
C -1.2529 0.1169 -0.6335 -0.083
O 0.0705 0.5871 -0.2837 -0.493
C 0.0667 1.8963 0.2205 -0.218
N -3.2472 -0.9007 0.5123 -0.814
H -1.3168 -1.9274 2.1890 0.209
H -0.0401 -1.5517 1.0576 0.223
H -1.3604 -2.6121 0.5643 0.205
H -1.6820 0.2746 1.4153 0.182
H -1.8727 0.8879 -1.0912 0.200
H -1.1688 -0.5833 -1.4646 0.207
H 1.1227 2.1339 0.3496 0.154
H -0.4932 1.9552 1.1538 0.181
H -0.3535 2.6847 -0.4039 0.191
H -3.3128 -1.5395 1.2919 0.351
H -3.3598 -1.5331 -0.2671 0.349
```

Its HOMO energy is -8.15 eV.



arrangement P is favored, and the nearest alternative lies 5.865 eV above it.



Arrangement P

Formula: C10H17N
Source: the Open Molecules 2025 dataset
Level of theory: the ωB97M-V functional and the def2-TZVPD basis

```
28
Properties=species:S:1:pos:R:3:nbo_charge:R:1
C -3.9348 -0.5211 0.2475 -0.171
C -3.0006 -0.2087 1.2906 -0.240
C -1.6647 -0.0391 1.0008 0.007
N -1.1502 -0.2257 -0.2119 -0.429
C -1.9548 -0.6496 -1.1695 0.034
C -3.3391 -0.7725 -1.0118 -0.256
H -5.0354 -0.6231 0.4242 0.229
H -3.3665 -0.2846 2.3870 0.222
H -1.0172 0.1931 1.7844 0.190
H -1.4246 -0.7737 -2.1021 0.197
H -4.0032 -1.1799 -1.8117 0.223
C 3.4050 -1.7008 -0.0582 -0.618
C 2.4580 -0.6155 0.5732 -0.398
C 1.6398 0.1901 -0.4624 -0.402
C 0.8553 1.1835 0.3703 -0.356
C 0.3000 2.3314 -0.5076 -0.613
H 2.8368 -2.1934 -0.8725 0.203
H 4.3469 -1.2064 -0.4374 0.199
H 3.8850 -2.4962 0.5638 0.209
H 2.9349 0.0609 1.2918 0.202
H 1.7824 -1.1979 1.2186 0.188
H 2.3165 0.8803 -1.0138 0.190
H 1.0242 -0.4274 -1.1863 0.217
H 1.5654 1.7729 1.0745 0.177
H 0.1531 0.6683 0.9690 0.193
H -0.1760 1.8845 -1.4378 0.195
H -0.4954 2.9739 -0.0327 0.205
H 1.0592 2.9767 -0.8801 0.203
```

The SMILES is c1ccncc1.CCCCC. Its HOMO energy is -9.79 eV.



Arrangement Q

Formula: C10H17N
Source: the Open Molecules 2025 dataset
Level of theory: the ωB97M-V functional and the def2-TZVPD basis

```
28
Properties=species:S:1:pos:R:3:nbo_charge:R:1
C 0.9147 -2.9349 1.1024 -0.155
C -0.0174 -2.1789 1.9197 -0.295
C 0.4808 -1.1054 2.5758 0.030
N 1.7504 -0.7644 2.5635 -0.417
C 2.4693 -1.4030 1.7253 0.037
C 2.2259 -2.3590 0.7775 -0.267
H 0.4084 -3.6664 0.3893 0.217
H -1.0273 -2.6649 1.9838 0.237
H -0.0434 -0.3719 3.2055 0.204
H 3.5739 -1.3207 1.9228 0.171
H 2.9968 -2.7308 0.0361 0.244
C 0.3233 0.1708 -0.6679 -0.620
C 0.0019 1.6869 -0.9488 -0.425
C -1.3686 1.6448 -1.6320 -0.404
C -1.9487 2.9474 -2.2827 -0.381
C -3.4157 2.7896 -3.1518 -0.644
H -0.4624 -0.6513 -0.1045 0.220
H 0.6096 -0.2960 -1.7547 0.198
H 1.2806 -0.0398 -0.2215 0.212
H 0.8029 2.0136 -1.6756 0.205
H 0.1402 2.4513 -0.1372 0.213
H -1.3432 0.8771 -2.4165 0.201
H -2.2444 1.0419 -1.0313 0.196
H -1.2822 3.2794 -3.0856 0.197
H -2.1665 3.6135 -1.5551 0.193
H -4.3846 2.9509 -2.3454 0.204
H -3.5747 3.6456 -3.9883 0.219
H -3.5295 1.6690 -3.6722 0.211
```

The SMILES is c1ccncc1.CCCCC. Its HOMO energy is -9.44 eV.



arrangement P is favored, and the nearest alternative lies 2.588 eV above it.